{
  "formula": "C56H54N5O3P2SiW",
  "method": "ωB97M-V/def2-TZVPD",
  "homo_ev": [-3.0, -3.0],
  "max_force_ha_per_bohr": 0.028,
  "mol_weight_g_mol": 1119.0,
  "e_tot_ev": -100826.3066,
  "total_charge": -1,
  "relative_energy_kcal_mol": 0.0,
  "spin_multiplicity": 3,
  "gap_ev": [4.58, 4.47],
  "elements": ["H", "C", "H", "H", "C", "C", "H", "C", "C", "H", "C", "H", "C", "H", "H", "H", "C", "H", "H", "H", "C", "C", "C", "C", "H", "N", "H", "H", "H", "C", "H", "H", "C", "C", "N", "H", "C", "H", "H", "C", "H", "H", "C", "H", "C", "P", "C", "H", "C", "H", "C", "C", "H", "C", "H", "H", "C", "H", "C", "C", "C", "C", "C", "H", "C", "C", "O", "C", "C", "C", "P", "C", "C", "C", "N", "H", "O", "C", "C", "C", "C", "H", "C", "Si", "C", "H", "C", "C", "H", "C", "H", "H", "W", "H", "H", "C", "C", "H", "H", "H", "H", "H", "H", "C", "H", "H", "C", "C", "O", "C", "H", "H", "C", "N", "H", "H", "H", "C", "N", "C", "H", "H"],
  "coordinates": [[-1.7602, -3.2048, 1.0139], [0.5479, 2.2605, -3.8507], [-5.6832, -4.8810, 1.1871], [1.5771, 2.1638, -4.1900], [4.0431, -3.4512, 2.0793], [-1.0903, 1.1953, 4.3717], [4.4759, 2.3580, 2.3193], [-0.9404, -3.0714, -2.7394], [-5.2089, -3.7823, -0.5943], [0.3424, -2.5639, 0.5191], [-0.8192, 2.5068, 4.7244], [-4.1986, 0.1514, -4.4405], [3.1796, -4.1201, 2.9472], [-6.1910, -3.9108, -1.0323], [5.3889, 3.1982, -0.7531], [0.1760, -1.5093, -3.7226], [-5.9042, 0.4398, -1.5301], [-7.9975, 0.7979, -1.3710], [-3.2862, 1.5943, 1.9568], [-1.1270, 2.8888, 5.6897], [-1.7702, 4.1462, 0.3239], [-4.9232, -4.3266, 0.6504], [-7.3905, 0.6513, -3.4232], [-3.3653, 3.6476, 2.5351], [-5.7819, 0.4028, -0.4563], [3.5593, -6.6121, 3.5113], [4.5609, 4.1165, 2.1569], [3.1301, 3.3532, 2.8575], [-3.1300, -0.2822, 0.1928], [-1.1897, 2.1343, -2.0781], [-8.3816, 0.8138, -3.8252], [-3.2725, 5.7632, 2.8959], [-3.6709, -4.1373, 1.2155], [2.7397, -1.4032, 2.3145], [-0.0154, 1.5404, 2.2709], [4.2656, -2.3723, -2.3672], [-1.8139, 2.6587, -4.3754], [0.0422, 4.3652, 4.0432], [-0.1543, 2.5742, -5.7976], [-2.1402, 2.4684, -3.0609], [1.2418, -4.6956, -0.3722], [3.4402, 5.5882, -0.0533], [-2.9654, 2.6027, 1.7149], [-1.1694, 4.3269, -0.5615], [2.6090, 4.8825, -0.1391], [-1.6432, -1.9001, -1.5191], [3.8232, -2.1216, 1.7809], [-4.4850, -2.6483, -2.2503], [0.9460, 0.8484, -1.8045], [4.1426, 2.5855, -1.8508], [2.8027, -1.3306, -1.2143], [-2.9597, 4.9467, 2.2564], [3.3507, 0.4135, 1.4305], [-2.9725, -2.8784, -0.7311], [-1.8752, -4.8529, -1.9878], [-1.9022, -0.2098, -3.2383], [-3.1527, 0.5051, -0.5747], [2.0176, 0.8994, -2.0285], [-2.7088, -3.4069, 0.5329], [-4.2405, -3.0654, -1.2811], [3.3897, -5.5017, 3.2595], [-0.9579, -0.6524, 2.6380], [-0.4250, 2.4939, -4.7480], [-1.6171, 0.5058, 5.0151], [-1.1661, -4.4452, -2.6984], [0.3042, 2.1301, -2.3642], [-0.4477, -0.9119, 1.4849], [-4.8036, 0.2303, -2.3748], [-2.1609, 5.1923, 1.1483], [0.2229, 2.8094, 2.5975], [-1.5441, 1.5024, -0.5220], [-0.4737, -5.3027, -3.5445], [1.7082, -3.7578, -0.6348], [-2.1623, 2.8381, 0.5994], [3.8281, -5.8523, -2.4812], [1.7948, 5.2503, 0.4919], [1.8721, 2.1654, 0.2789], [2.8123, -3.6968, -1.4693], [4.4962, 2.5705, -0.8169], [-0.0231, -2.5735, -3.6704], [3.3780, -4.8964, -2.0297], [0.7358, 3.3967, 1.8505], [-2.6134, -0.8065, -2.6534], [3.1387, 3.1462, 0.3564], [0.4392, -4.7997, -4.4582], [0.9863, -5.4706, -5.1078], [2.1196, -3.4198, 3.5275], [1.9167, -2.0896, 3.2218], [4.8809, -3.9803, 1.6423], [1.1911, -2.5714, -0.1446], [-3.4471, -4.5271, 2.1999], [1.0904, -1.5739, 3.6936], [0.7759, 0.4420, 0.3852], [4.5100, -1.6097, 1.1171], [-1.8496, 6.2041, 0.9171], [-5.0343, 0.2429, -3.7596], [0.6516, -3.4286, -4.5272], [-2.5634, 2.8976, -5.1175], [2.2527, 4.8951, -1.1713], [-3.9926, 3.4471, 3.3957], [2.2172, 0.5952, 2.7723], [1.4562, -3.9274, 4.2158], [3.2307, -0.3579, -1.3967], [-0.6738, 0.7556, 3.1285], [-0.6507, -6.3695, -3.4848], [-3.9144, 1.2225, -0.2774], [-6.3066, 0.4451, -4.2658], [2.4646, -0.0178, 1.9025], [-1.6266, -1.4019, 3.3311], [-0.1663, 3.3281, 3.8201], [1.3569, -3.0207, -5.2408], [4.7975, 1.5466, -0.5749], [3.3863, -2.4619, -1.7468], [1.6970, -1.3660, -0.4550], [-3.1873, 2.5335, -2.7717], [-6.4421, 0.4640, -5.3406], [-3.1859, -1.4265, -3.3454], [-7.1692, 0.6491, -2.0538], [-3.5282, 0.0103, -1.8824], [3.8950, 3.2521, 2.0833], [0.8201, 2.9587, -1.8500], [0.5342, 0.0050, -2.3713]]
}


{
  "formula": "C56H55As2BCsF2N5O6",
  "method": "ωB97M-V/def2-TZVPD",
  "homo_ev": [-2.5, -1.0],
  "max_force_ha_per_bohr": 0.057,
  "mol_weight_g_mol": 1225.6,
  "e_tot_ev": -207039.9471,
  "total_charge": -2,
  "gap_ev": [6.16, 4.70],
  "elements": ["N", "H", "H", "C", "C", "H", "H", "H", "C", "C", "C", "H", "C", "C", "C", "C", "N", "H", "C", "H", "C", "H", "C", "H", "H", "C", "H", "H", "H", "C", "O", "C", "C", "C", "C", "H", "C", "C", "H", "C", "H", "H", "F", "C", "H", "F", "C", "C", "C", "H", "C", "C", "H", "C", "H", "H", "H", "H", "C", "B", "H", "H", "H", "H", "C", "H", "H", "N", "C", "O", "O", "H", "N", "H", "C", "C", "C", "C", "O", "Cs", "C", "C", "C", "H", "C", "C", "H", "C", "C", "H", "C", "H", "H", "H", "H", "C", "C", "H", "C", "H", "H", "C", "C", "O", "C", "C", "C", "H", "H", "H", "O", "N", "As", "H", "C", "H", "H", "C", "H", "H", "H", "H", "C", "C", "H", "As", "C", "H"],
  "coordinates": [[0.9923, -0.5631, -2.5184], [-1.7653, 0.9653, -8.1971], [-0.9716, 0.6707, 2.5280], [-0.9097, 0.0324, 7.2421], [4.0600, 0.5149, 2.4540], [-0.3512, 4.4992, 5.8917], [0.9610, 0.3148, 4.4350], [1.5669, -2.8309, -1.2444], [5.4373, 0.2246, 3.0450], [-3.2476, -2.3796, -0.3814], [-2.2199, 1.2818, -6.1192], [3.5968, -6.7002, -3.1183], [6.3435, -2.2257, 0.1543], [-0.7363, 4.8493, 4.9434], [3.0026, -6.7179, -2.2125], [4.8873, -3.8996, 1.0690], [2.3844, -1.3888, 2.9625], [-0.8591, -3.1825, -1.5148], [-1.2105, 4.4869, 2.6171], [7.0168, -3.9151, 1.2957], [-1.8636, 1.0611, -4.7885], [-2.0526, 2.9514, 5.9758], [6.1625, -3.3961, 0.8771], [0.2937, -0.3297, -7.6936], [-3.5606, -6.4644, 1.1229], [0.0867, -0.1761, -5.5851], [-4.9074, -8.0006, -2.6321], [3.1312, -1.5372, -0.5941], [-3.1188, 1.8559, -6.3201], [-0.6698, 0.3082, -4.5064], [1.8590, -0.8590, -3.3076], [-2.8299, -3.1140, 0.7172], [-0.3125, 0.0624, -6.8839], [-4.2533, -7.3513, -2.0636], [0.2463, 0.5736, 5.2036], [3.6401, 1.4436, 2.8453], [-1.6415, 1.2113, 7.1219], [-0.4704, 1.7881, 5.0723], [0.8736, -6.7473, 0.9933], [-0.2536, 2.6090, 3.9147], [-4.7896, -1.6465, 3.0542], [-3.5250, 2.2814, -4.1429], [2.2079, 3.5745, 2.5680], [-1.6456, 6.6330, 3.6113], [-3.0706, -3.3926, 2.8277], [1.7885, 2.1299, 0.9053], [-4.6914, 2.7038, 0.2335], [-3.4961, 2.1899, -0.5131], [-4.2039, -1.3846, -0.2604], [-4.4826, -0.7937, -1.1242], [-3.4917, -6.4850, 0.0384], [0.0292, -0.2769, 6.2622], [3.2957, 0.2127, -2.7378], [0.9396, -3.0284, -0.3716], [-2.8160, -2.5654, -1.3599], [-2.4035, 1.4510, 7.8558], [-3.6676, 2.6469, 2.1037], [-5.4836, -0.3193, 1.0888], [-6.9635, 3.5005, 0.3116], [1.3560, 2.5962, 2.1197], [3.5285, -4.7165, -1.6684], [-3.2643, -6.5596, -3.7937], [-1.9980, 7.6532, 3.5243], [-2.0410, 6.1360, 1.5584], [-1.6606, 5.7852, 2.5102], [-5.9441, 2.8778, -1.4778], [-7.7085, 4.0545, 2.2472], [0.3339, 2.0547, 2.8284], [-1.1745, 6.1526, 4.8257], [-2.4285, 2.0485, 0.1583], [-1.6940, 0.1332, 2.1338], [-5.5895, 3.4923, 3.4030], [-3.7251, 1.9782, -1.7889], [-1.2533, 3.8272, 1.7607], [-3.4120, -2.8541, 1.9515], [-4.3327, -7.3164, -0.6802], [5.2444, -1.5684, -0.3706], [1.5085, -7.8589, -0.7266], [-0.4022, 0.1305, -3.2481], [-0.9029, 0.3547, -0.6534], [-0.7436, 3.9786, 3.8423], [-4.3726, -1.8642, 2.0798], [-2.7366, 1.6166, -3.7652], [-5.0512, -7.9394, -0.1601], [2.2731, -7.8501, -1.8819], [-6.8652, 3.6717, 1.6851], [0.6298, -2.0710, 0.0492], [-4.5997, 2.8802, 1.6106], [-3.3316, -6.5462, -2.7121], [2.2972, -8.7203, -2.5266], [-1.4363, 2.0687, 6.0648], [-2.1096, 0.7819, 1.5295], [-1.1382, 6.8067, 5.6900], [6.1133, 1.0481, 2.8192], [-7.8869, 3.7468, -0.2001], [-2.5629, -5.6652, -0.5977], [-2.4960, -5.7114, -1.9853], [0.5903, -1.2025, 6.3185], [3.1246, -0.5428, 2.7323], [-1.7925, -5.0873, -2.5210], [5.3810, 0.1119, 4.1270], [1.4804, -6.7399, 0.0928], [3.9690, -2.0793, -0.1743], [-0.4878, -2.3739, 2.4259], [-4.7647, -1.1215, 0.9793], [3.7732, -3.2527, 0.5406], [2.2024, -5.5979, -0.2336], [0.9887, -0.7369, -5.3869], [4.1146, 0.6130, 1.3673], [4.7533, -4.8151, 1.6394], [3.8954, 0.7944, -2.2386], [-2.6887, 1.3836, -2.5012], [-1.4656, -4.5156, 0.5843], [7.3395, -1.8283, 0.0011], [-5.6801, 3.3583, 2.3319], [0.3714, -2.0902, 2.7676], [0.0396, -4.6879, -1.3801], [-1.4632, 0.7898, -7.1720], [5.3509, -0.6581, -0.9464], [0.9268, -8.7341, -0.4639], [-1.0857, -0.6418, 8.0704], [-1.0145, -1.5589, 2.3339], [-0.2823, -3.8017, -0.8231], [-5.8859, 3.0196, -0.4091], [5.8494, -0.6902, 2.6191], [2.0112, -4.0262, 0.9354], [2.9645, -5.6009, -1.3945], [3.2993, 1.2457, -1.6323]]
}


{
  "formula": "C56H56N2O38P",
  "method": "ωB97M-V/def2-TZVPD",
  "homo_ev": -2.4,
  "max_force_ha_per_bohr": 0.080,
  "mol_weight_g_mol": 1396.0,
  "e_tot_ev": -149038.4635,
  "total_charge": -1,
  "relative_energy_kcal_mol": 358.0,
  "gap_ev": 1.97,
  "elements": ["H", "H", "H", "C", "O", "O", "O", "H", "O", "H", "C", "C", "C", "O", "O", "H", "C", "H", "C", "C", "C", "O", "C", "H", "H", "O", "C", "C", "C", "H", "H", "H", "H", "C", "O", "H", "C", "H", "O", "H", "H", "C", "H", "H", "C", "O", "O", "C", "O", "H", "C", "H", "C", "O", "C", "N", "H", "O", "H", "P", "O", "C", "C", "C", "C", "H", "H", "O", "C", "C", "O", "H", "O", "C", "H", "C", "H", "O", "C", "C", "O", "H", "H", "H", "O", "O", "C", "C", "O", "C", "C", "H", "O", "C", "O", "C", "O", "H", "O", "C", "H", "O", "C", "H", "O", "C", "C", "H", "H", "C", "N", "H", "C", "O", "O", "H", "C", "H", "O", "H", "H", "H", "C", "H", "H", "C", "O", "C", "H", "O", "H", "O", "O", "C", "H", "C", "C", "H", "H", "C", "C", "O", "H", "H", "H", "C", "C", "H", "C", "H", "C", "H", "C"],
  "coordinates": [[5.0748, -0.1584, -0.3248], [3.0137, 1.1114, -6.8944], [-0.2593, 0.5994, -6.5419], [2.9632, -6.8206, -2.2519], [4.9041, 4.6830, -4.8797], [-8.0868, 0.3302, -2.3199], [-5.7073, 4.8706, 3.4678], [-1.3031, -2.3004, 5.2442], [2.7224, -4.7895, 0.8948], [1.7104, -5.2641, -1.5678], [4.4036, -6.4623, 0.3171], [-2.0939, 7.3520, -5.2952], [7.5756, -3.1597, -2.6827], [-2.1067, 3.8780, -4.1133], [-3.0996, 7.7365, -1.7152], [-2.2808, -0.3554, -5.7842], [3.1839, -5.7005, -0.0681], [-8.8416, -2.6050, 2.4167], [-7.7955, -0.2281, -1.2235], [-3.3206, -5.5425, 0.0611], [-8.8145, -0.7589, -0.2734], [6.0296, -0.0735, -0.2714], [-2.9848, -6.0333, 1.2809], [-2.8705, 2.8762, 2.0617], [-2.3838, -1.8062, -4.7431], [8.0091, -4.2816, -3.3853], [6.5720, -1.0319, -1.1231], [4.1919, 5.2252, -4.0231], [3.4644, 0.0089, 4.6697], [-6.1629, -7.4434, -0.3891], [-2.1039, -5.5552, 1.6833], [3.6555, -2.4974, 4.6720], [-1.9713, 8.7181, 3.4123], [-1.7483, -2.3106, 9.0952], [5.1680, -6.2672, 1.2438], [2.4500, 3.1052, 3.6518], [-0.3106, -1.3497, -5.6907], [-2.9535, 5.3611, -2.0271], [2.0572, 7.5422, -1.2890], [2.4871, 0.5383, -8.5181], [3.7798, -0.1515, 3.6387], [-2.5157, 7.9732, -4.1672], [-5.2066, -8.6553, 2.7212], [3.7628, 1.5274, 6.9222], [2.3376, 5.3786, -2.2419], [-3.6739, 3.3801, 2.2105], [1.5620, -0.3286, -6.8226], [-6.3390, -0.5183, -0.8071], [4.1440, -8.7723, -2.6701], [-2.0894, 3.3908, -3.2863], [3.2798, 7.4487, -3.3725], [-2.0200, 9.7415, -4.9065], [3.1447, 4.6218, -3.0545], [5.2801, -3.3245, -3.6189], [-1.8531, -1.2647, 6.8916], [0.3840, -0.8965, -4.3702], [1.5059, 1.6488, -7.5257], [-2.1588, -0.2082, 6.0857], [1.4824, 1.8004, 3.7887], [-0.0341, 0.1463, 0.4374], [-3.4225, -7.4595, 3.1620], [-6.0392, -1.0873, 0.3936], [-4.5296, -5.9680, -0.6568], [-4.9191, -7.5609, 1.2465], [-1.8562, -1.3369, -5.5734], [1.2975, -0.4840, -4.4946], [-1.3163, 4.7016, 1.9052], [8.8569, -0.8166, -0.2690], [4.0125, 6.6298, -4.1506], [-2.8228, 7.2405, -2.8306], [-0.9923, 0.7884, -0.6378], [2.0797, 1.4331, 6.4378], [3.2592, 8.8195, -3.5291], [2.4922, -5.9344, -1.2424], [-4.9878, 7.4253, 3.9189], [3.0256, 1.9328, 6.2291], [-9.8689, -0.5506, -0.3787], [-4.8034, -5.6982, -1.8418], [4.4967, -2.0306, 5.1844], [-5.2857, -7.0047, 0.0630], [0.3076, -1.3653, 0.1015], [-2.2747, -1.7678, -6.4829], [3.0366, 3.0223, 6.2619], [4.5123, 7.0616, -5.0050], [1.3490, 0.8888, 0.3053], [-2.8551, 8.5312, 3.7373], [-2.6763, 5.8236, -2.9628], [-4.5952, 5.3210, 3.2131], [-2.6152, -0.1294, 8.9130], [-3.7830, -7.0363, 2.0494], [-1.1762, -3.4138, 8.5440], [-2.1248, -4.0206, -0.0883], [-2.6910, -4.5634, -0.6418], [8.0216, -1.3433, -1.0263], [4.2931, -0.7073, 5.5649], [2.1713, 0.7857, -7.5047], [2.9909, 3.2585, -3.0336], [0.5002, -1.6101, -3.6650], [-5.6081, -8.5353, 1.8575], [-8.4170, -1.4340, 0.8985], [-1.8426, -2.3432, 10.1706], [-0.6087, -4.6226, 6.5025], [-3.3693, 4.6647, 2.5812], [-0.1041, -4.9786, 8.6665], [-0.5701, 6.9141, 3.1116], [5.7481, -1.6007, -2.0577], [-2.1105, -1.1062, 8.3786], [-0.1681, -0.2542, -3.8199], [-4.5175, 0.1622, -1.1132], [6.1436, -2.7921, -2.8788], [2.4433, 2.1096, 3.8217], [3.0405, 9.2578, -2.7034], [-1.4192, -2.4376, 6.3092], [-1.4002, 5.4576, -6.3845], [-0.6660, 0.4312, 1.8050], [-5.0118, -1.1508, 0.7204], [3.4619, 1.4767, 4.7894], [0.0980, -2.3549, -5.7942], [2.1882, -7.0995, -3.1535], [5.3398, -8.3654, -0.4882], [9.4467, -2.7764, -1.8415], [5.3256, -2.1403, 4.4851], [2.4957, 6.8437, -2.2115], [-1.9840, -0.3328, 5.1500], [3.3841, -8.7060, -3.2530], [4.6785, -7.5272, -0.6509], [-2.5869, 9.3475, -4.2395], [-4.2436, 6.6995, 3.6260], [2.5997, 3.0306, -2.1871], [-9.2724, -2.0956, 1.7264], [4.7345, -2.5777, 6.0966], [-5.3724, 0.1025, -1.5457], [-6.5754, -2.2869, 2.1571], [0.1188, -0.3992, -6.7607], [4.7215, -1.3097, -2.2245], [-2.1223, 5.1313, 2.4815], [-1.8896, 5.9323, -5.3543], [-0.2178, -0.7808, -7.7247], [2.4859, -0.4286, 4.8678], [-6.9950, -1.6572, 1.2292], [8.4046, -2.4946, -1.8735], [-0.6930, -4.4595, 9.2190], [-1.9272, 7.8665, -6.2299], [7.5832, -4.3390, -4.2437], [4.4457, 1.8827, 4.5538], [-2.9838, 7.2109, 3.5318], [-1.7412, 6.4942, 2.9929], [2.0880, -4.1526, 0.5579], [3.9429, -7.7486, -1.7654], [2.6531, 1.8746, 2.8621], [-0.9732, -3.5521, 7.0448], [1.7181, 4.9037, -1.4954], [-2.1768, 5.1920, -4.0447]]
}